This record from the Open Molecules 2025 dataset describes C12H20K3N3O7S as an isolated structure at a distorted geometry. The level of theory is ωB97M-V with the def2-TZVPD basis set.

2S+1: 1
Total charge: +2
Molecular weight in g mol⁻¹: 467.67
Energy above the lowest of the compared OMol25 structures with the same formula, charge and spin in kJ/mol: 132.83
HOMO energy in eV: -12.62

XYZ file:
```
46
Properties=species:S:1:pos:R:3:lowdin_charge:R:1
K 0.793 9.362 10.990 0.907
K -3.181 10.145 9.856 0.860
K -0.240 13.549 11.194 0.883
C -1.544 10.461 13.336 -0.313
O -1.417 10.990 12.057 -0.623
H -0.667 9.824 13.453 0.050
H -1.500 11.342 13.976 0.050
H -2.432 9.846 13.488 0.062
C -3.717 6.586 13.480 0.045
N -3.018 6.956 12.280 -0.457
O -3.726 7.514 11.482 0.021
O -1.860 6.629 12.132 0.091
H -2.985 6.018 14.054 0.113
H -4.646 6.037 13.325 0.123
H -3.946 7.475 14.068 0.111
C -1.354 13.929 17.401 -0.207
C -2.176 12.821 16.821 -0.184
O -1.402 11.622 16.697 -0.197
S 0.071 11.881 17.390 0.737
O 1.047 12.247 16.365 -0.272
O 0.473 10.857 18.368 -0.224
O -0.385 13.269 18.132 -0.170
H -1.826 14.602 18.118 0.151
H -0.998 14.613 16.631 0.112
H -2.638 13.153 15.891 0.104
H -3.081 12.569 17.375 0.138
N -2.613 13.936 13.429 -0.006
C -3.680 14.659 12.946 -0.145
C -3.621 15.953 13.298 -0.086
C -2.383 16.092 13.830 -0.084
C -1.741 14.820 13.900 -0.192
H -2.454 12.945 13.317 0.096
H -4.381 14.041 12.404 0.101
H -4.331 16.761 13.194 0.125
H -1.924 17.042 14.064 0.109
H -0.856 14.415 14.369 0.107
N -7.822 10.924 12.964 0.037
C -7.711 12.232 13.303 -0.142
C -6.406 12.606 13.546 -0.120
C -5.581 11.467 13.265 -0.097
C -6.518 10.451 12.873 -0.131
H -8.652 10.405 12.715 0.161
H -8.589 12.816 13.536 0.120
H -6.097 13.535 14.002 0.088
H -4.528 11.361 13.479 0.063
H -6.279 9.431 12.614 0.087
```

---

This record from the Open Molecules 2025 dataset describes a 6-piece molecular cluster, C29H48Cl3O13P overall at a distorted geometry. The level of theory is ωB97M-V with the def2-TZVPD basis set.

2S+1: 1
Molecular weight in g mol⁻¹: 742.02
Energy above the lowest of the compared OMol25 structures with the same formula, charge and spin in kJ/mol: 558.84
HOMO energy in eV: -7.48

XYZ file:
```
94
Properties=species:S:1:pos:R:3:lowdin_charge:R:1
C -2.937 1.493 6.727 -0.056
C -3.662 0.813 5.465 -0.267
C -2.989 -0.410 4.971 -0.299
C -3.523 -0.787 3.580 -0.193
P -2.245 -1.757 2.513 1.003
C -0.516 -1.461 2.858 -0.277
C 0.500 -2.411 2.171 -0.203
C 2.029 -2.228 2.531 -0.220
C 2.302 -2.172 4.030 -0.122
C -2.703 -3.513 2.871 -0.226
C -2.148 -4.074 4.294 -0.224
C -2.913 -5.244 4.851 -0.258
C -2.661 -6.684 4.262 -0.080
C -2.476 -1.501 0.812 -0.272
C -3.974 -1.555 0.330 -0.247
C -4.202 -1.951 -1.088 -0.266
C -5.661 -2.329 -1.333 -0.100
H -3.593 2.299 7.056 0.068
H -1.928 1.793 6.442 0.071
H -2.876 0.792 7.559 0.066
H -3.766 1.465 4.597 0.102
H -4.699 0.512 5.614 0.112
H -3.150 -1.120 5.782 0.116
H -1.919 -0.202 4.964 0.098
H -3.727 0.065 2.932 0.086
H -4.451 -1.357 3.614 0.103
H -0.473 -1.554 3.943 0.077
H -0.311 -0.423 2.595 0.117
H 0.438 -2.205 1.102 0.102
H 0.075 -3.414 2.196 0.094
H 2.423 -1.377 1.976 0.111
H 2.739 -2.993 2.215 0.107
H 1.713 -2.916 4.567 0.072
H 2.055 -1.214 4.487 0.067
H 3.363 -2.245 4.265 0.076
H -2.276 -4.071 2.037 0.084
H -3.770 -3.713 2.779 0.088
H -2.225 -3.318 5.076 0.089
H -1.082 -4.283 4.210 0.101
H -3.958 -4.956 4.736 0.102
H -2.716 -5.250 5.922 0.107
H -3.371 -7.370 4.723 0.067
H -1.669 -7.087 4.468 0.069
H -2.800 -6.748 3.183 0.064
H -1.926 -2.308 0.327 0.106
H -2.021 -0.520 0.679 0.115
H -4.474 -0.597 0.469 0.123
H -4.452 -2.341 0.914 0.092
H -3.592 -2.846 -1.205 0.110
H -3.817 -1.216 -1.795 0.126
H -6.011 -3.018 -0.564 0.068
H -5.824 -3.030 -2.152 0.074
H -6.389 -1.530 -1.471 0.080
Cl 0.920 2.638 -4.517 0.654
O 0.021 1.501 -4.704 -0.415
O 0.147 3.734 -3.912 -0.419
O 2.069 2.306 -3.668 -0.407
O 1.387 3.086 -5.845 -0.412
C 4.927 8.281 3.952 0.053
C 4.402 8.264 5.205 -0.209
C 3.406 7.200 5.572 -0.310
O 2.780 7.148 6.653 0.084
C 3.153 6.284 4.491 0.078
C 3.870 6.279 3.310 -0.201
C 4.663 7.404 2.890 -0.338
O 4.918 7.687 1.688 0.108
O 3.635 5.377 2.327 0.105
O 4.759 9.147 6.141 0.118
H 5.459 9.173 3.656 0.141
H 2.363 5.603 4.771 0.130
H 4.288 5.341 1.624 0.122
H 4.486 8.825 7.003 0.117
C 1.993 -3.441 -8.986 0.053
C 2.485 -2.793 -10.006 -0.200
C 3.374 -3.384 -11.130 -0.269
O 3.837 -2.823 -12.150 0.102
C 3.452 -4.836 -10.998 0.084
C 2.771 -5.512 -9.967 -0.169
C 2.124 -4.928 -8.807 -0.316
O 1.676 -5.548 -7.841 0.103
O 2.759 -6.920 -9.955 0.059
O 2.299 -1.433 -10.206 0.083
H 1.353 -2.982 -8.247 0.136
H 3.836 -5.500 -11.758 0.128
H 2.254 -7.190 -9.185 0.090
H 2.044 -1.033 -9.371 0.115
O 0.497 7.824 -0.808 -0.059
H 1.347 7.388 -0.860 0.027
H 0.033 7.539 -1.596 0.031
C 3.540 6.804 -10.486 -0.931
Cl 5.355 6.650 -10.299 0.428
Cl 3.162 7.828 -11.929 0.452
H 3.111 5.809 -10.605 0.029
H 3.283 7.271 -9.535 0.021
```

---

> molecular weight of number 1 (C12H20K3N3O7S)?

467.67 g mol⁻¹

---

> Which of these has the lowest energy above the lowest of the compared OMol25 structures with the same formula, charge and spin?

C12H20K3N3O7S

---

> What is the formula in the first record?

C12H20K3N3O7S